ORCA calculation (ωB97M-V with the def2-TZVPD basis set) on a cluster of 10 separate species, C24H61F6O11 in total at a distorted geometry.

Properties
**HOMO level**: -0.073 Ha
**E**: -2377.72205 hartree
**Net charge**: -1
**LUMO level**: 1.91 eV
**Kohn-Sham gap**: 3.90 eV
**2S+1**: 1

Cartesian coordinates (Å):
C: 0.28 -0.79 -0.40
H: 1.67 -5.17 6.12
H: 2.63 -2.84 1.13
F: -7.04 -1.56 -1.31
O: 4.66 -3.83 5.36
O: -1.41 -2.62 -0.01
F: 0.93 -0.21 -1.52
C: 1.66 1.33 -5.12
H: 4.21 5.73 -0.53
O: 2.44 3.04 2.04
C: 2.40 -4.36 6.02
H: 2.00 -3.60 5.35
F: 1.15 -1.56 0.36
C: -6.17 -1.43 -0.23
H: -4.13 0.75 -1.64
C: -4.64 -0.27 -1.64
H: 6.56 -3.76 8.74
H: 4.03 -4.58 0.57
C: -9.51 -2.89 -4.20
H: 4.98 -2.44 1.51
C: 3.72 -4.89 5.49
C: 4.94 -3.36 2.11
C: -12.51 1.71 -0.99
H: 3.26 4.41 -2.85
O: 2.58 -3.63 1.68
H: 8.69 -2.44 8.58
C: -11.86 0.71 -1.93
H: 2.54 -3.89 6.99
C: 0.57 0.41 -5.62
H: 7.76 -1.03 8.02
H: -9.39 -3.39 -5.17
H: -0.65 1.85 -6.10
H: 5.91 -3.85 2.06
H: 7.52 -1.64 9.65
H: 5.16 5.29 0.90
H: -13.39 1.28 -0.50
H: 5.44 3.85 -2.36
F: -0.11 0.29 0.40
C: 4.33 3.93 -4.67
H: -2.50 -0.02 -0.33
C: 5.16 5.87 -0.03
C: 5.40 7.34 0.26
H: 3.54 4.26 -5.34
H: 2.64 0.84 -5.17
C: 3.84 -4.28 1.61
H: -10.53 -3.04 -3.85
O: -5.26 -0.41 -0.31
H: 0.51 -0.49 -5.00
C: 3.41 2.16 0.02
H: 1.47 1.64 -4.09
H: 1.84 2.28 2.04
H: -11.81 2.01 -0.21
H: 0.75 0.11 -6.66
O: -0.70 1.06 -5.55
H: -1.74 0.24 -1.96
H: 4.10 1.83 2.04
H: 4.34 1.84 -0.46
H: 4.75 -3.05 3.14
C: -9.19 -1.42 -4.30
H: 1.70 2.25 -5.73
H: 4.62 7.74 0.91
H: 4.78 -3.44 6.23
H: 4.85 3.07 -5.12
H: 5.07 4.73 -4.57
H: 2.71 1.31 0.01
H: 3.59 -5.34 4.51
O: 6.19 5.36 -0.88
H: -0.69 -3.29 -0.03
C: 3.77 3.55 -3.31
C: 6.62 -2.87 8.12
H: -3.62 -2.29 -1.43
O: -12.91 2.88 -1.70
C: -0.99 -1.60 -0.95
H: -0.63 -2.10 -1.92
O: 4.82 3.12 -2.45
H: 4.34 3.49 1.44
H: 6.37 7.49 0.74
H: 4.14 -5.64 6.17
H: -5.36 -0.24 -2.51
F: -5.63 -2.68 0.03
H: 6.80 -3.17 7.09
H: 3.79 -5.18 2.23
C: 3.66 2.63 1.44
H: 5.41 7.92 -0.67
C: 7.71 -1.95 8.62
F: -6.98 -1.14 0.89
H: -13.53 2.61 -2.38
C: -2.15 -0.58 -1.28
H: -8.74 -1.22 -2.42
O: 5.35 -2.21 8.19
H: 2.96 2.95 -0.58
H: -8.16 -1.26 -4.65
H: -8.84 -3.38 -3.48
H: 7.03 5.49 -0.43
H: 3.05 2.74 -3.41
C: -3.45 -1.30 -1.94
O: -9.34 -0.79 -3.04
H: -10.99 1.15 -2.41
H: 5.40 -1.42 7.64
H: -9.86 -0.93 -5.01
H: -12.56 0.42 -2.72
H: -11.55 -0.19 -1.39

Atomic partial charges in e from the Löwdin method, atoms 1 to 8: C -0.402; H 0.075; H 0.053; F 0.079; O -0.101; O -0.036; F 0.047; C -0.105